# 1
A molecular structure, C4H7N3O in a non-equilibrium geometry. Source: OMol25; level of theory: wB97M-V/def2-TZVPD.

The calculation puts the highest occupied orbital energy at -8.9 eV. The strongest force on any atom is 0.2139 Eh/bohr. Its energy above the lowest of the compared OMol25 structures with the same formula, charge and spin is 128.4 kcal/mol. As for the gap between HOMO and LUMO: 8.3 eV.

Each line ends with the Mulliken charge.
Geometry (Å):
1 C 0.05242 -1.61024 0.57467  -1.25
2 C -0.09468 -0.08694 0.32879  0.71
3 C -1.26526 2.05630 0.88060  0.18
4 C 1.03658 -0.34124 -1.49679  -0.20
5 H -0.03850 -1.80564 1.79199  0.31
6 H -0.64469 -2.03366 -0.21425  0.39
7 H 1.26563 -1.85791 0.27412  0.36
8 H -2.10287 0.08693 1.29677  0.36
9 H -2.33319 2.19195 1.53577  0.18
10 H 0.95879 -1.43327 -1.30120  0.43
11 H 2.01792 0.85540 -2.18642  0.29
12 N -0.94857 0.57847 1.00009  -0.24
13 N 0.46133 0.58557 -0.69284  -0.47
14 N 2.08176 -0.09987 -2.31065  -0.63
15 O -0.44667 2.91413 0.51935  -0.40

***

# 2
2 unconnected molecules or ions with the total composition C10H15O2P in a non-equilibrium geometry. Source: OMol25; level of theory: wB97M-V/def2-TZVPD.

The calculation puts the highest occupied orbital energy at -7.2 eV. The strongest force on any atom is 0.1074 Eh/bohr. Its energy above the lowest of the compared OMol25 structures with the same formula, charge and spin is 145.2 kcal/mol. As for the gap between HOMO and LUMO: 7.6 eV.

Each line ends with the Mulliken charge.
Geometry (Å):
1 C 4.15151 0.59772 0.52413  -0.56
2 C 3.41155 -0.52574 0.16826  -0.58
3 C 3.51654 1.83636 0.59303  -0.43
4 C 2.05429 -0.55462 0.10055  -0.29
5 C 2.14721 1.88122 0.51225  -0.52
6 C 1.44137 0.73615 0.20609  0.93
7 C -2.80941 -0.42677 1.62494  -0.95
8 C -1.89676 0.14682 -2.14694  -1.31
9 C -1.52964 -0.84510 1.21046  -0.29
10 C -0.41798 0.12755 -1.61590  0.17
11 O -1.47677 -1.98279 0.43624  -0.50
12 O 0.48541 0.61429 -2.56297  -0.52
13 P -0.31603 1.09809 -0.01715  -0.19
14 H 5.16476 0.47042 0.66278  0.47
15 H 3.92883 -1.53279 0.20751  0.23
16 H 4.04237 2.74609 0.86194  0.35
17 H 1.57961 -1.43934 -0.16836  0.46
18 H 1.69246 2.96695 0.51142  0.16
19 H -2.91756 0.02289 2.69423  0.29
20 H -3.65997 -1.20473 1.44032  0.27
21 H -3.14797 0.42032 0.96597  0.27
22 H -2.23346 1.18416 -2.38460  0.30
23 H -1.95386 -0.31779 -3.00380  0.54
24 H -2.61581 -0.45489 -1.42505  0.20
25 H -0.69637 -0.80439 1.85883  0.59
26 H -0.14881 -0.86068 -1.27501  0.32
27 H -2.27746 -2.09500 -0.01565  0.30
28 H 0.64327 -0.02116 -3.28830  0.32

***

# 3
7 unconnected molecules or ions with the total composition C27H58IN10O8P in a non-equilibrium geometry. Source: OMol25; level of theory: wB97M-V/def2-TZVPD.

The calculation puts the highest occupied orbital energy at -8.1 eV. The strongest force on any atom is 0.1466 Eh/bohr. As for the gap between HOMO and LUMO: 7.7 eV.

Each line ends with the Mulliken charge.
Geometry (Å):
1 C -4.36192 4.96951 -1.13558  -0.76
2 C -4.60636 4.10920 -2.43912  -0.34
3 N -5.23362 2.77268 -2.21194  -0.75
4 N -5.10509 2.32563 -0.91158  0.79
5 C -3.93353 1.75853 -0.37865  0.66
6 C -2.54497 1.46173 -1.04052  -0.60
7 I -1.03748 2.97384 -0.67191  0.11
8 C -2.66048 1.13046 -2.59846  -0.47
9 C -3.82765 0.09161 -2.90142  -1.01
10 C -4.30838 1.44028 1.01829  -0.87
11 N -5.64186 1.82009 1.21410  0.49
12 C -6.51802 1.72055 2.41459  0.14
13 O -7.32000 0.78548 2.58426  -0.58
14 O -6.45151 2.65944 3.30612  -0.65
15 C -6.13536 2.36082 0.03297  -0.15
16 P -7.89750 2.98364 -0.24331  0.19
17 N -8.14114 4.41702 0.39372  -0.66
18 H -3.45269 4.63644 -0.56262  0.07
19 H -4.15644 6.04376 -1.43318  0.36
20 H -5.22274 4.96418 -0.40560  0.20
21 H -5.21448 4.75512 -3.14329  0.45
22 H -3.60397 3.96840 -2.94100  0.07
23 H -6.20618 2.82835 -2.51196  0.35
24 H -2.19803 0.49054 -0.57319  0.50
25 H -2.77522 2.04321 -3.23836  0.31
26 H -1.68370 0.64741 -2.88143  0.46
27 H -4.59510 0.63904 -3.52499  0.28
28 H -3.43578 -0.78295 -3.50374  0.31
29 H -4.26882 -0.35757 -1.97038  0.19
30 H -3.65574 0.94637 1.78214  0.43
31 H -8.72345 1.96947 0.35704  0.15
32 H -8.09378 2.99843 -1.66925  0.07
33 H -8.87708 4.34903 1.10395  0.27
34 C -2.75017 -2.97320 -0.69627  0.00
35 O -2.80756 -1.79565 -1.02437  -0.58
36 N -1.86372 -3.86259 -1.17943  0.22
37 C -1.84731 -5.24351 -0.74112  -0.88
38 C -0.89753 -3.41594 -2.16886  -0.92
39 H -3.44005 -3.40528 0.04643  0.33
40 H -0.87383 -5.46658 -0.29862  0.31
41 H -2.01455 -5.89294 -1.60316  0.33
42 H -2.62765 -5.42373 -0.00120  0.25
43 H -0.30129 -2.61147 -1.74685  0.23
44 H -1.43293 -3.03524 -3.04355  0.32
45 H -0.24724 -4.23475 -2.46550  0.39
46 C 2.83100 -2.87966 -1.08510  0.03
47 O 1.71572 -3.29545 -1.35430  -0.54
48 N 3.21118 -1.58443 -1.16237  0.19
49 C 4.55316 -1.15024 -0.82712  -0.70
50 C 2.24204 -0.59355 -1.59554  -0.82
51 H 3.63767 -3.55078 -0.74715  0.25
52 H 4.49896 -0.42814 -0.00880  0.22
53 H 5.00299 -0.67729 -1.70295  0.28
54 H 5.17177 -1.99298 -0.51962  0.27
55 H 1.38891 -0.60193 -0.91286  0.28
56 H 1.88945 -0.84947 -2.59781  0.31
57 H 2.69176 0.39876 -1.60684  0.21
58 C 7.07617 -1.77837 1.83140  0.42
59 O 7.38050 -2.06732 0.68765  -0.62
60 N 6.66501 -2.65718 2.77527  0.10
61 C 6.31926 -2.23601 4.11895  -0.94
62 C 6.56764 -4.06411 2.43134  -0.88
63 H 7.11454 -0.73845 2.19675  0.07
64 H 6.97142 -2.74478 4.83242  0.34
65 H 5.27937 -2.50264 4.32111  0.34
66 H 6.43954 -1.15861 4.23115  0.30
67 H 7.54738 -4.42532 2.11229  0.31
68 H 5.86532 -4.18485 1.60386  0.20
69 H 6.22576 -4.64228 3.28866  0.39
70 C -6.16985 -5.31885 0.31574  0.12
71 O -5.25528 -6.11468 0.43554  -0.62
72 N -6.95105 -4.86914 1.32622  0.12
73 C -8.02349 -3.91785 1.10506  -0.96
74 C -6.70730 -5.35379 2.67236  -0.94
75 H -6.43924 -4.88821 -0.66291  0.32
76 H -7.83317 -3.01929 1.69637  0.39
77 H -8.96953 -4.36624 1.41737  0.34
78 H -8.08865 -3.64465 0.05193  0.28
79 H -5.68652 -5.10145 2.96652  0.27
80 H -6.81634 -6.44020 2.68896  0.30
81 H -7.41118 -4.90434 3.37142  0.39
82 C 3.39175 3.44048 -0.95331  0.07
83 O 3.72147 2.29650 -0.69285  -0.65
84 N 3.36548 4.46602 -0.07010  0.19
85 C 2.96031 5.80305 -0.45668  -0.97
86 C 3.75535 4.21886 1.30671  -0.88
87 H 3.07797 3.73562 -1.96802  0.32
88 H 3.78478 6.49491 -0.27020  0.36
89 H 2.09333 6.10040 0.13800  0.35
90 H 2.69693 5.83852 -1.51377  0.30
91 H 4.78254 3.84911 1.32929  0.22
92 H 3.10085 3.45662 1.73466  0.29
93 H 3.68316 5.13407 1.89255  0.38
94 C 8.14720 2.34951 1.49049  0.17
95 O 8.51056 3.10582 2.37201  -0.64
96 N 8.95291 1.79923 0.55038  0.15
97 C 8.44149 0.90394 -0.46986  -0.88
98 C 10.36872 2.11519 0.56545  -1.01
99 H 7.09219 2.04338 1.38707  0.25
100 H 8.94344 -0.06111 -0.38041  0.39
101 H 8.64363 1.33277 -1.45472  0.38
102 H 7.36723 0.75891 -0.35717  0.17
103 H 10.79606 1.80842 1.52242  0.31
104 H 10.49815 3.19403 0.45599  0.29
105 H 10.88151 1.60066 -0.24617  0.40

***

# 4
A molecular structure, C3H5O3Sn in a non-equilibrium geometry. Source: OMol25; level of theory: wB97M-V/def2-TZVPD.

As for the charge: +2. Its expectation value of S² is 0.76. The calculation puts the highest occupied orbital energy (spin up / spin down) at -19.9 / -20.0 eV. The spin multiplicity is 2. The strongest force on any atom is 0.0822 Eh/bohr. Its energy above the lowest of the compared OMol25 structures with the same formula, charge and spin is 51.6 kcal/mol. As for the gap between HOMO and LUMO (spin up / spin down): 8.5 / 6.6 eV.

Each line ends with the Mulliken charge.
Geometry (Å):
1 H -0.19555 -1.16889 1.38341  0.35
2 C 0.75754 -0.74354 1.03166  -0.40
3 C 0.56832 0.76944 0.64923  -0.11
4 O -0.67559 0.95106 -0.00690  -0.19
5 C -1.01578 0.27567 -1.05664  0.20
6 O -2.13207 0.72590 -1.50555  -0.24
7 H 1.50332 -0.77120 1.83825  0.48
8 H 1.05915 1.13530 1.64051  0.35
9 H -2.46283 0.21684 -2.25911  0.44
10 Sn 0.07664 -1.52089 -1.65132  1.17
11 O 1.26505 -1.26304 -0.12330  -0.39
12 H 1.25181 1.39335 0.05975  0.34

***

# 5
2 unconnected molecules or ions with the total composition C2H6O in a non-equilibrium geometry. Source: OMol25; level of theory: wB97M-V/def2-TZVPD.

The calculation puts the highest occupied orbital energy at -10.7 eV. The strongest force on any atom is 0.1563 Eh/bohr. Its energy above the lowest of the compared OMol25 structures with the same formula, charge and spin is 40.4 kcal/mol. As for the gap between HOMO and LUMO: 11.7 eV.

Each line ends with the Mulliken charge.
Geometry (Å):
1 C -1.11188 0.36719 0.73373  -0.28
2 C -0.37186 -0.71441 0.55278  -0.59
3 H -1.78112 0.64388 1.72130  0.17
4 H -1.47232 1.14384 0.02227  0.23
5 H -0.25168 -1.36849 1.39947  0.18
6 H 0.08144 -1.11048 -0.33118  0.28
7 O 1.79821 0.61262 -1.65458  -0.61
8 H 1.96012 0.62024 -0.80623  0.31
9 H 1.14910 -0.19439 -1.63756  0.32

***

# 6
2 unconnected molecules or ions with the total composition C2H3BrClF in a non-equilibrium geometry. Source: OMol25; level of theory: wB97M-V/def2-TZVPD.

The calculation puts the highest occupied orbital energy (spin up / spin down) at -8.9 / -8.6 eV. The strongest force on any atom is 0.0379 Eh/bohr. Its energy above the lowest of the compared OMol25 structures with the same formula, charge and spin is 91.7 kcal/mol. As for the gap between HOMO and LUMO (spin up / spin down): 8.5 / 8.7 eV.

Each line ends with the Mulliken charge.
Geometry (Å):
1 C -1.36867 0.12119 0.79082  -0.91
2 C 1.19203 -0.05339 -0.65921  0.24
3 F 1.75842 0.92786 0.05352  -0.15
4 Cl 0.84250 0.42160 -2.33118  -0.11
5 Br 1.69552 -1.79626 -0.37347  -0.02
6 H -1.00944 1.08359 0.44477  0.34
7 H -2.22823 -0.48318 0.39958  0.29
8 H -0.88213 -0.22141 1.67517  0.31